Entry 1:
Entry from the OMol25 dataset: a cluster of 2 separate species, C5H14N4O in total (ωB97M-V/def2-TZVPD).

As for the spin multiplicity: 1. As for the total energy: -13417.89842 eV. The calculation puts the HOMO-LUMO gap at 8.5 eV.

Geometry as XYZ:
```
24
C5H14N4O | the OMol25 dataset | ωB97M-V/def2-TZVPD
H -2.55 1.46 -2.46
H 1.46 -2.21 3.02
H -2.13 1.04 -0.80
C -1.81 1.59 -1.68
C 0.50 -0.92 1.60
N 1.55 0.11 -1.17
H -1.77 2.66 -1.45
N 0.44 -1.84 0.08
H -0.55 0.04 -2.51
H 2.21 0.16 -0.41
N 0.68 1.96 -0.14
C 0.45 -1.89 2.77
C 0.62 1.06 -1.11
H 1.14 -0.88 -1.15
H -0.08 1.65 -3.01
H -0.17 -2.77 2.58
H 0.19 -2.81 0.29
H 0.05 -1.36 3.64
H -1.40 -1.43 0.98
N -0.58 -0.92 0.66
C -0.45 1.06 -2.16
O 1.26 0.09 1.71
H -0.06 2.64 -0.09
H 0.98 1.51 0.80
```



Entry 2:
Entry from the OMol25 dataset: a cluster of 2 separate species, C5H14NO in total (ωB97M-V/def2-TZVPD).

As for the spin multiplicity: 1. As for the charge: -1. As for the total energy: -8948.95785 eV. The calculation puts the HOMO-LUMO gap at 6.6 eV.

Geometry as XYZ:
```
21
C5H14NO | the OMol25 dataset | ωB97M-V/def2-TZVPD
H -0.88 -2.68 2.16
H -0.82 -2.75 0.39
H 0.39 -0.58 0.27
H 0.57 -0.05 -3.02
H 2.19 0.71 1.97
H -1.53 2.03 -2.28
O 0.54 0.87 -1.16
C 1.13 1.01 2.01
C 0.34 -1.14 1.22
H 0.87 1.43 1.04
H -1.76 -1.47 1.18
C 0.30 0.90 -2.49
C -0.85 -2.07 1.25
C -1.19 1.13 -2.81
H 0.49 -0.53 3.17
H 0.88 1.70 -3.01
H 0.99 1.75 2.81
N 0.24 -0.12 2.28
H -1.79 0.30 -2.43
H -1.42 1.27 -3.88
H 1.30 -1.68 1.31
```



Entry 3:
Entry from the OMol25 dataset: a cluster of 2 separate species, C5H14NO in total (ωB97M-V/def2-TZVPD).

As for the spin multiplicity: 1. As for the charge: -1. As for the total energy: -8949.03922 eV. The calculation puts the HOMO-LUMO gap at 7.2 eV.

Geometry as XYZ:
```
21
C5H14NO | the OMol25 dataset | ωB97M-V/def2-TZVPD
H -1.28 -1.66 -0.31
H 0.84 -0.74 -0.02
H -2.13 1.89 0.13
O -0.41 0.73 -0.09
C -1.82 0.88 -0.31
H -2.82 -2.51 0.34
H -2.19 0.84 -1.36
C -2.54 -0.20 0.49
H -2.04 -0.25 1.48
H -2.89 -1.44 -1.11
C 2.55 1.21 0.48
C 2.67 0.04 -0.48
H 2.31 0.33 -1.46
H 3.69 -0.31 -0.57
N 1.82 -1.06 -0.05
H 2.08 -1.42 0.84
H 1.48 1.53 0.49
H 3.27 2.07 0.28
H -3.57 0.13 0.57
H 2.81 0.86 1.51
C -2.36 -1.57 -0.14
```



Relative energy (zero: lowest compared OMol25 entry of this formula, charge and spin): 62.03, 16.07, 14.20 (kcal per mole)
LUMO: 0.032, 0.151, 0.160 (Eh)